C27H79N3O11 | ωB97M-V/def2-TZVPD

For the relative energy (zero: lowest compared OMol25 entry of this formula, charge and spin), the calculation gives 0.0000 eV. The total energy comes out at -56268.281 eV. The value obtained for the HOMO-LUMO gap is 9.39 eV. As for the largest force on an atom: 2.7 eV/Å.

Element x y z (Å)
C 1.07913 -5.25544 6.67781
O 1.19634 -4.01888 5.97706
C 2.02808 -4.03795 4.81037
C 2.14988 -2.53682 4.45685
C 0.90294 -1.90398 3.95264
N 3.19858 -2.31648 3.49829
H 0.43549 -5.12790 7.54819
H 2.05297 -5.60283 7.02287
H 0.67645 -6.07360 6.08069
H 3.01890 -4.39988 5.08495
H 1.59236 -4.59277 3.97945
H 2.55510 -2.01673 5.32485
H 0.45491 -2.52900 3.18016
H 1.02346 -0.90242 3.53979
H 0.22160 -1.73887 4.78727
H 3.47273 -1.35454 3.63835
H 4.03627 -2.80669 3.77772
C -2.04701 -1.97313 -1.24219
O -2.05379 -3.22276 -1.85993
C -3.14805 -3.52531 -2.68725
C -3.12865 -4.93699 -3.31832
C -1.91276 -5.17465 -4.18542
N -4.35309 -5.22740 -4.08911
H -2.97666 -1.74564 -0.72056
H -1.85902 -1.14933 -1.93076
H -1.26596 -1.94258 -0.48250
H -4.07222 -3.38141 -2.12751
H -3.13339 -2.75616 -3.45945
H -3.14145 -5.68066 -2.52151
H -1.78370 -4.32232 -4.85247
H -1.96029 -6.14617 -4.67735
H -0.96763 -5.21381 -3.64385
H -5.16622 -4.98616 -3.54074
H -4.35221 -4.56633 -4.85271
C -1.52587 -1.32599 -6.16467
O -2.62090 -0.92158 -5.44247
C -2.42142 0.24971 -4.68364
C -3.71739 0.59809 -3.93087
C -4.92781 1.04297 -4.79673
N -3.46285 1.67594 -3.02576
H -1.38603 -0.54530 -6.91238
H -1.66503 -2.28936 -6.65523
H -0.67226 -1.42408 -5.49398
H -1.62198 0.17735 -3.94624
H -2.15791 1.05322 -5.37141
H -3.91287 -0.29646 -3.33955
H -5.34058 0.33020 -5.51064
H -4.65254 1.91886 -5.38422
H -5.77326 1.28042 -4.15103
H -2.46182 1.71075 -2.89607
H -3.81951 2.54014 -3.40793
C 1.22151 -1.17206 -2.90614
C 2.04668 0.10238 -2.79589
O 1.73713 0.91126 -3.92102
H 1.41025 -1.74983 -3.81093
H 0.13817 -1.06843 -2.84513
H 1.40211 -1.90476 -2.11959
H 3.08805 -0.21907 -2.77791
H 1.81077 0.65188 -1.88458
H 2.46343 1.53858 -3.94461
C -1.11972 4.19617 -1.68172
C -0.52742 3.39018 -2.87126
O -0.45203 2.04157 -2.48492
H -0.53934 4.08772 -0.76548
H -2.15031 3.90924 -1.47278
H -1.03566 5.27469 -1.81519
H 0.47358 3.75605 -3.09981
H -1.21038 3.42421 -3.72009
H 0.15756 1.59244 -3.07507
C 4.14768 -1.12073 0.38159
C 3.26691 -2.30101 0.23696
O 2.06588 -2.18570 0.98457
H 4.70109 -1.09850 1.32039
H 3.60281 -0.17695 0.40368
H 4.88414 -1.11962 -0.42199
H 3.75712 -3.23453 0.51326
H 2.92724 -2.44311 -0.78897
H 2.33996 -2.17362 1.90454
C -3.43483 2.21325 2.15367
C -4.97434 2.09552 2.27648
O -5.63222 2.90346 1.37056
H -2.92181 1.53457 2.83507
H -3.05441 3.22168 2.31631
H -3.28374 1.82951 1.14470
H -5.19536 2.28047 3.32769
H -5.28959 1.05778 2.16779
H -5.44384 2.48570 0.52700
C 0.39358 3.85354 2.55726
C -0.12856 4.66348 3.73593
O 0.85075 4.52687 4.77883
H 1.29356 4.18292 2.03799
H -0.38266 3.95712 1.79909
H 0.53296 2.81795 2.86745
H -1.05959 4.22520 4.09536
H -0.22708 5.71030 3.44856
H 0.42368 4.68279 5.62435
C 4.53037 2.58969 0.00662
C 3.35303 3.64007 -0.04486
O 3.62434 4.53656 -1.12142
H 4.45584 2.09351 -0.96103
H 4.49345 1.92061 0.86631
H 5.52409 3.03161 0.07950
H 3.28616 4.19903 0.88852
H 2.37776 3.17492 -0.18834
H 3.04632 5.30290 -1.13580
C 3.05836 1.30447 5.44267
C 3.32883 1.35419 3.96500
O 4.25731 0.33853 3.69342
H 2.53899 0.37217 5.66444
H 2.48884 2.16198 5.80105
H 4.01700 1.27967 5.96082
H 3.74527 2.32356 3.69114
H 2.41882 1.22062 3.38008
H 5.08618 0.55337 4.12749
C 0.29746 0.57887 0.62217
O -0.87323 1.24104 0.09743
H 0.66997 -0.15794 -0.08948
H 1.06483 1.34426 0.73803
H 0.24159 0.18723 1.63785
H -0.73839 1.64931 -0.76090